{
  "formula": "CH2N3O2",
  "method": "ωB97M-V/def2-TZVPD",
  "elements": ["C", "N", "N", "N", "O", "O", "H", "H"],
  "xyz": [[-0.010, 0.204, 0.014], [-0.928, -0.475, -0.781], [-0.898, -0.423, 0.738], [1.541, -0.117, -0.056], [0.994, 1.169, 0.055], [2.661, -0.293, 0.017], [-1.820, -0.159, -1.420], [-1.540, 0.094, 1.434]],
  "atomic_forces_ev_per_a": [[9.221, -0.474, -0.913], [-3.223, 1.705, 1.270], [-3.697, -0.098, 0.457], [-6.987, -1.318, -3.168], [-4.128, 3.929, 0.114], [6.500, -1.827, 1.754], [2.260, -0.874, 1.810], [0.054, -1.042, -1.323]],
  "total_charge": 1,
  "largest_force_ev_per_a": 9.28,
  "homo_lumo_gap_ev": [6.8, 4.7],
  "e_above_lowest_kcal_mol": 104.9,
  "spin_multiplicity": 3
}

***

{
  "formula": "N2O7P",
  "method": "ωB97M-V/def2-TZVPD",
  "elements": ["N", "N", "O", "O", "O", "O", "O", "O", "O", "P"],
  "xyz": [[-2.738, -0.310, -0.338], [1.917, -0.694, -0.023], [2.317, 0.446, -0.187], [0.262, 1.434, 1.286], [-1.692, 0.088, 0.331], [2.565, -1.676, 0.060], [0.258, 1.449, -1.378], [-3.749, -0.790, 0.208], [0.619, -0.828, 0.097], [0.243, 0.881, -0.055]],
  "atomic_forces_ev_per_a": [[-0.690, -0.194, -2.197], [0.730, -1.380, 0.279], [0.373, 0.534, 0.027], [0.442, 0.471, 0.310], [-0.950, -0.569, 1.339], [1.186, -1.111, -0.022], [-0.315, 0.047, -1.180], [2.976, 1.251, 0.638], [-0.635, 1.343, -0.644], [-3.115, -0.393, 1.451]],
  "total_charge": -1,
  "largest_force_ev_per_a": 3.46,
  "homo_lumo_gap_ev": 7.8,
  "e_above_lowest_kcal_mol": 28.2
}

***

{
  "formula": "CH4BrN2",
  "method": "ωB97M-V/def2-TZVPD",
  "elements": ["C", "N", "N", "Br", "H", "H", "H", "H"],
  "xyz": [[1.339, -0.279, 0.306], [-1.532, 0.920, -0.017], [2.176, -0.958, -0.183], [-1.081, -0.853, -0.072], [0.867, 0.643, 0.777], [-2.278, 1.114, 0.641], [2.076, -1.931, -0.547], [-1.566, 1.343, -0.905]],
  "atomic_forces_ev_per_a": [[0.190, 0.534, -0.321], [1.057, -0.319, 1.755], [-1.840, -0.222, 0.813], [-0.472, -0.088, -0.175], [0.975, -1.063, -0.620], [-0.059, -0.156, -0.360], [0.620, 0.994, 0.107], [-0.471, 0.319, -1.199]],
  "total_charge": 1,
  "largest_force_ev_per_a": 2.07,
  "homo_lumo_gap_ev": [9.1, 9.1],
  "e_above_lowest_kcal_mol": 87.0
}

***

{
  "formula": "C9H19Br8Na3O",
  "method": "ωB97M-V/def2-TZVPD",
  "elements": ["Na", "Na", "Na", "C", "O", "H", "H", "H", "Br", "C", "C", "Br", "H", "H", "H", "H", "Br", "C", "C", "Br", "H", "H", "H", "H", "Br", "C", "C", "Br", "H", "H", "H", "H", "Br", "C", "C", "Br", "H", "H", "H", "H"],
  "xyz": [[8.540, -13.935, 17.571], [5.849, -16.786, 19.861], [9.905, -16.103, 21.356], [9.200, -19.199, 17.853], [8.998, -17.903, 18.365], [10.008, -19.302, 17.129], [9.432, -19.877, 18.675], [8.193, -19.535, 17.606], [7.760, -17.617, 12.791], [6.259, -18.918, 13.086], [5.148, -18.249, 13.835], [3.610, -19.400, 14.379], [6.679, -19.802, 13.565], [5.877, -19.265, 12.126], [4.794, -17.259, 13.547], [5.636, -18.117, 14.801], [13.736, -22.092, 23.486], [11.908, -21.906, 24.298], [10.822, -22.237, 23.252], [8.928, -21.979, 23.922], [11.846, -20.870, 24.631], [11.867, -22.547, 25.178], [10.917, -23.271, 22.920], [11.052, -21.693, 22.335], [14.647, -21.379, 18.691], [15.305, -19.542, 19.178], [14.140, -18.543, 19.190], [15.043, -16.875, 19.510], [16.087, -19.156, 18.524], [15.704, -19.646, 20.187], [13.493, -18.766, 20.039], [13.509, -18.320, 18.330], [10.753, -23.293, 13.372], [11.422, -23.723, 15.159], [11.473, -25.232, 15.450], [11.094, -25.655, 17.401], [10.746, -23.197, 15.832], [12.442, -23.397, 15.366], [12.385, -25.713, 15.098], [10.751, -25.835, 14.899]],
  "atomic_forces_ev_per_a": [[0.217, -0.163, -0.554], [0.071, -0.738, -0.267], [0.365, -0.710, -0.192], [-1.422, 0.173, 2.133], [0.312, 1.996, 0.376], [-0.274, 0.272, -0.443], [0.529, -0.331, 0.188], [0.253, -0.551, -1.272], [-0.949, -0.721, 0.203], [-0.384, -0.356, -1.670], [0.614, 0.038, 2.536], [0.732, 0.423, -0.701], [-0.037, 0.403, 0.333], [0.521, 0.287, -0.313], [-0.058, -0.505, -0.679], [-0.412, 0.453, 0.332], [-1.165, 0.029, 0.342], [-0.309, 0.101, -0.209], [0.848, -0.388, 0.073], [1.548, 0.036, -0.523], [0.036, -0.116, -0.122], [0.113, -0.059, -0.262], [-0.354, -0.108, 0.472], [-0.706, 0.545, 0.184], [0.443, 1.131, 0.111], [-1.001, -0.353, -0.431], [0.174, -0.436, 0.640], [-0.025, 0.986, 0.405], [-0.083, -0.711, -0.238], [-0.103, 0.020, -0.169], [0.017, 0.130, -0.038], [0.487, -0.806, -0.262], [0.512, -0.206, 0.359], [0.072, -0.760, 1.011], [-0.901, -0.707, -0.306], [0.542, 0.427, -1.408], [0.074, -0.241, -0.078], [-0.160, 0.651, -0.631], [0.443, 0.387, 0.764], [-0.579, 0.476, 0.305]],
  "total_charge": 2,
  "largest_force_ev_per_a": 2.61,
  "homo_lumo_gap_ev": 3.9,
  "e_above_lowest_kcal_mol": 85.6
}